[1]
C20H51CrN3O4Si2 | ωB97M-V with the def2-TZVPD basis set

CARTESIAN COORDINATES (ANGSTROEM)
H  0.760  -1.233  -3.052
H  -4.208  3.480  -1.920
H  -0.848  -4.734  3.041
H  -2.563  -2.785  -2.992
H  2.834  -0.090  4.748
C  3.291  -2.182  0.969
C  2.778  -2.550  2.425
H  -0.694  -4.169  1.420
C  1.155  2.552  -4.262
H  -4.325  -1.649  3.091
H  -0.946  0.422  -3.760
H  4.161  -1.084  4.272
H  1.761  -1.726  -0.333
H  -1.879  -0.854  -4.585
H  -1.275  3.763  0.826
C  -1.789  -0.286  -3.645
H  -2.941  2.787  -3.015
H  3.850  2.173  -3.641
N  2.216  -1.362  3.208
H  -2.851  4.431  -2.282
H  1.554  -1.737  3.895
O  0.554  0.978  0.215
C  -1.011  -0.985  2.034
Si  -1.970  -2.467  2.791
C  -3.152  2.001  0.057
H  4.191  1.366  3.544
C  1.783  2.115  -2.941
C  0.010  -1.999  -2.919
H  -4.221  -2.505  1.507
H  -2.650  -1.674  5.143
H  3.128  0.528  -3.657
Cr  1.046  -0.242  1.738
H  -1.456  0.005  2.207
H  2.728  -0.456  -0.070
H  -2.735  4.732  0.333
C  3.155  1.468  -3.108
Si  -0.210  0.964  -1.197
H  1.856  3.341  -4.700
O  0.871  1.088  -2.455
C  -1.771  -2.186  4.699
H  -1.907  -3.020  -1.440
H  3.644  -3.012  2.912
H  2.105  1.884  2.823
N  2.564  1.211  2.210
N  2.284  -1.231  0.403
C  -1.857  4.114  0.003
H  2.036  -3.345  2.363
H  -2.618  1.864  1.020
H  3.270  -3.069  0.353
H  -0.919  -1.152  0.951
H  0.328  -2.740  -2.209
H  -3.198  0.970  -0.342
C  3.713  0.651  2.911
H  4.278  -1.726  0.951
H  0.175  2.999  -4.082
H  1.116  1.727  -4.948
C  -3.143  3.413  -2.062
O  -1.169  2.261  -1.356
C  -1.403  -4.196  2.221
C  -2.284  -2.262  -2.106
H  0.955  3.731  -1.780
C  3.279  -0.508  3.840
H  -2.737  0.164  -3.250
C  -2.395  2.907  -0.844
H  2.666  3.958  -2.366
C  -3.901  -2.525  2.599
H  -0.142  -2.460  -3.856
H  -1.225  4.750  -0.617
H  -0.882  -1.523  4.760
O  -1.014  -0.483  -1.317
C  -1.271  -1.271  -2.571
H  -4.391  -3.432  3.065
H  3.570  1.277  -2.115
C  1.923  3.264  -1.966
H  -3.151  -1.732  -1.702
H  -4.151  2.401  0.273
H  2.779  1.626  1.308
H  2.235  2.894  -0.980
H  4.408  0.294  2.128
H  -1.520  -3.056  5.258
H  -2.240  -4.860  1.920

2S+1: 4
LUMO level (alpha / beta): -4.00 / -2.93 eV
HOMO level (alpha / beta): -11.243 / -11.513 eV
<S²>: 3.862
Gap between HOMO and LUMO (alpha / beta): 7.2 / 8.6 eV
Total charge: +1

Löwdin atomic charge list, values in e, 4 entries: number 1, H, carries 0.07; number 2, H, carries 0.07; number 3, H, carries 0.04; number 4, H, carries 0.08

[2]
C20H52N4O6 | ωB97M-V with the def2-TZVPD basis set

CARTESIAN COORDINATES (ANGSTROEM)
H  -0.424  -1.080  -1.942
H  -0.989  3.180  -0.387
H  -4.013  -2.422  0.440
H  5.213  1.492  1.753
C  1.283  -1.144  3.545
H  -2.654  3.419  1.519
H  4.719  0.193  2.849
H  0.462  -0.429  3.497
C  0.635  -0.971  -2.179
H  0.871  2.385  0.776
C  -2.975  -2.911  2.941
H  -3.640  -0.788  1.135
H  1.665  0.117  -4.396
C  -3.241  -1.754  0.823
O  0.828  0.458  -2.422
C  0.452  -3.030  0.370
H  -3.683  0.119  -1.164
H  2.122  -0.530  3.874
O  -2.745  1.925  -3.200
H  2.675  -1.180  -1.387
H  6.645  -1.473  2.640
H  7.907  -1.067  1.564
H  1.130  1.368  -0.565
C  0.254  -2.130  1.644
H  -4.601  2.513  -2.975
O  -0.752  1.221  0.551
H  -3.463  3.774  -3.479
H  2.138  -1.332  1.219
H  1.621  -0.602  -0.216
C  -2.209  -0.401  -2.580
H  -3.928  0.359  -3.742
H  3.627  -1.683  1.638
H  -3.285  1.289  -0.582
N  -3.089  -0.639  -1.470
H  -3.285  -3.908  2.628
H  -2.894  1.772  1.777
C  -2.899  2.220  -0.165
H  -2.350  0.407  -4.592
H  -0.407  -2.941  -0.295
C  -2.329  -1.237  -0.273
H  1.793  1.758  -3.828
H  -2.253  -2.949  3.756
H  -1.652  -2.027  -0.600
H  7.469  0.075  2.838
H  2.268  -2.751  0.388
H  1.667  1.178  0.728
C  -2.876  0.632  -3.664
C  -3.664  3.318  -0.961
H  -1.218  1.765  -1.330
H  3.007  2.264  0.946
C  1.656  -1.328  -1.028
O  -2.393  -2.286  1.854
H  -1.678  -0.497  0.193
H  -4.707  3.006  -0.902
N  -3.164  2.589  1.249
O  1.468  -1.638  2.280
C  4.928  0.442  1.808
H  -0.389  -1.305  1.336
H  -1.988  -1.358  -3.053
C  7.070  -0.624  2.104
O  5.996  -0.233  1.198
C  0.607  1.400  0.391
H  2.726  0.396  -3.059
H  3.722  -0.095  0.096
H  0.681  -4.035  0.724
C  1.781  0.720  -3.495
H  1.086  0.644  1.013
H  -1.223  -0.081  -2.243
H  -3.615  4.292  -0.474
H  0.935  -1.610  -3.009
C  -1.409  2.175  -0.338
H  -3.765  -2.282  3.352
C  3.527  0.215  1.122
C  -3.772  2.742  -3.645
H  -3.200  3.462  -1.936
C  2.554  1.354  1.338
H  1.027  -1.818  4.362
H  -4.060  2.667  -4.694
N  2.939  -0.947  1.699
N  1.654  -2.690  -0.412
H  2.356  1.656  2.366
H  -0.281  -2.755  2.359

2S+1: 1
LUMO level: 0.75 eV
HOMO level: -6.819 eV
Gap between HOMO and LUMO: 7.6 eV

Löwdin atomic charge list, values in e, 4 entries: number 1, H, carries 0.04; number 2, H, carries 0.14; number 3, H, carries 0.13; number 4, H, carries 0.11

[3]
C20H52O10S6 | ωB97M-V with the def2-TZVPD basis set

CARTESIAN COORDINATES (ANGSTROEM)
H  -5.124  -7.408  2.209
H  5.010  0.430  -0.771
H  -1.557  10.070  -1.585
C  2.495  5.596  -1.329
C  -2.508  -2.615  0.323
H  3.357  -3.416  1.033
H  4.683  -2.427  -0.046
H  -3.862  -8.384  3.004
H  -5.768  -5.281  3.730
H  2.543  -0.395  2.853
C  2.634  -1.080  1.879
H  -7.809  -5.327  5.203
H  -3.122  -3.142  1.171
H  -4.069  6.535  -0.083
H  5.654  -6.809  0.885
H  3.534  0.994  -1.870
C  -8.469  -4.897  4.446
O  -3.786  8.312  -2.439
O  -1.634  -0.270  1.310
C  -6.292  -4.847  2.875
C  -2.612  -0.962  0.417
C  4.978  -7.330  0.203
H  3.045  6.137  -2.103
C  -2.092  9.555  -0.784
C  2.049  -0.177  0.606
H  -1.249  6.807  -4.372
C  4.274  -2.690  1.041
H  -5.777  -5.128  1.954
H  -2.853  -2.896  -0.769
H  -1.359  -2.922  0.417
S  2.839  3.824  -1.450
H  1.326  9.647  -4.564
O  3.123  0.769  0.227
H  -4.298  8.241  0.383
H  -1.120  1.145  -0.259
S  1.014  7.369  -3.834
C  -4.057  -7.642  2.226
H  5.392  -8.305  -0.065
H  -2.920  10.180  -0.441
O  -3.523  -0.322  -0.332
H  6.572  -5.670  -2.663
H  1.957  -2.018  2.092
O  2.583  3.411  -2.869
H  -8.416  -3.806  4.478
O  4.060  -1.419  1.752
H  -0.346  7.328  -5.817
H  -9.497  -5.214  4.639
H  -1.403  9.358  0.041
C  -3.562  7.487  0.095
C  -1.497  -6.870  2.477
H  0.956  1.879  0.680
O  4.322  -4.968  -0.866
H  2.785  5.958  -0.340
H  -0.470  -0.629  -0.444
H  -2.824  7.359  0.891
H  -6.311  -3.758  2.960
H  5.071  2.973  -1.318
C  6.477  -6.276  -1.759
S  4.730  -6.346  -1.294
H  -0.935  8.542  -4.639
H  2.872  8.822  -4.237
C  0.755  0.766  1.056
H  1.423  5.753  -1.471
S  -7.986  -5.477  2.802
S  -2.726  7.988  -1.429
O  -3.305  -5.203  1.424
H  4.848  4.385  -0.253
C  -0.531  7.534  -4.761
C  3.854  0.310  -0.971
H  -1.356  -7.308  1.486
H  7.060  -5.822  -0.955
H  3.682  -0.834  -1.212
H  5.046  4.612  -2.019
H  -1.388  -7.638  3.246
O  0.747  7.821  -2.428
C  -0.626  0.258  0.332
H  -0.750  -6.089  2.637
H  1.984  8.468  -5.741
C  1.880  8.712  -4.682
O  -7.913  -6.975  2.856
H  1.724  -0.904  -0.256
H  0.629  0.766  2.233
H  6.841  -7.286  -1.962
C  4.630  3.970  -1.240
H  5.151  -3.261  1.613
H  4.010  -7.471  0.691
H  -3.755  -8.032  1.251
S  -3.142  -6.125  2.595

2S+1: 1
LUMO level: 0.24 eV
HOMO level: -8.510 eV
Gap between HOMO and LUMO: 8.8 eV

Löwdin atomic charge list, values in e, 4 entries: number 1, H, carries 0.03; number 2, H, carries 0.11; number 3, H, carries 0.05; number 4, C, carries -0.29

[4]
C20H53F3N4O7 | ωB97M-V with the def2-TZVPD basis set

CARTESIAN COORDINATES (ANGSTROEM)
C  2.028  -7.595  1.245
F  6.554  6.729  0.675
C  -2.736  4.842  -0.187
H  -4.206  -5.098  -4.982
H  0.589  -2.964  -2.425
H  0.714  1.144  1.643
C  5.001  8.631  3.502
H  6.509  7.095  3.585
O  -3.934  -4.166  -3.370
O  4.378  4.169  2.194
H  0.982  -0.769  -4.041
H  -2.180  5.237  3.060
H  -4.525  -0.556  -4.584
H  2.553  -6.494  3.544
H  4.612  -4.324  -4.284
H  -5.937  -1.156  -1.278
H  3.598  -3.087  -5.103
H  -6.875  -2.324  -2.292
C  5.281  5.277  2.091
C  5.424  7.103  3.696
C  -4.546  4.751  1.679
H  0.474  -0.195  2.296
H  2.628  -0.846  -4.670
N  1.424  -2.601  -1.988
H  -3.553  5.037  -0.882
H  0.957  -3.559  4.509
H  -5.425  -3.244  -4.526
O  4.801  -2.290  -3.559
H  0.265  -0.081  0.790
H  -2.483  -4.574  -4.843
H  -4.770  4.885  2.737
C  1.505  -6.555  3.251
H  1.868  -7.640  0.168
C  0.641  -5.417  3.887
H  2.195  -4.189  3.860
H  1.713  -3.452  -1.527
H  6.155  5.049  2.701
H  -3.863  -1.439  -2.559
H  3.082  -7.726  1.493
H  -4.728  3.766  1.251
H  1.510  -8.458  1.664
H  -7.547  5.856  0.704
O  4.670  6.390  2.712
H  -1.279  -6.248  3.780
H  -2.433  3.795  -0.178
C  2.030  -0.865  -3.759
C  -4.816  -1.757  -2.982
H  4.414  9.053  4.317
C  2.372  -2.310  -3.090
H  5.888  9.264  3.464
N  -5.189  -0.605  -3.825
H  5.157  6.826  4.716
C  -3.161  5.246  1.211
O  0.125  0.386  1.616
H  -6.941  5.957  2.393
C  5.718  5.686  0.693
H  2.065  -3.081  -3.797
H  -1.862  5.441  -0.444
H  0.727  -5.528  4.967
H  1.214  -7.486  3.738
C  -6.867  5.430  1.442
H  -3.826  -2.662  -4.680
C  4.540  -3.281  -4.590
H  3.978  -3.140  -1.899
C  3.786  -2.285  -2.547
H  -1.266  -4.609  4.279
C  -4.546  -2.993  -3.932
H  4.355  8.751  2.633
H  -5.238  0.301  -3.380
C  -3.344  -4.994  -4.324
H  -3.107  -5.984  -3.934
C  -0.804  -5.291  3.565
N  -2.063  4.926  2.106
F  6.283  4.691  0.085
H  -1.057  -5.054  2.531
H  -5.611  -2.889  -1.286
H  2.237  -0.073  -3.039
N  1.216  -4.039  3.659
H  3.861  -1.485  -1.810
H  -3.113  6.331  1.304
O  1.480  -6.481  1.871
O  -5.536  5.600  1.057
H  -1.090  5.022  1.853
C  -5.893  -2.043  -1.911
F  4.647  6.042  -0.090
H  -7.199  4.423  1.693
H  5.348  -3.151  -5.309

2S+1: 1
LUMO level: -2.43 eV
HOMO level: -5.250 eV
Gap between HOMO and LUMO: 2.8 eV

Löwdin atomic charge list, values in e, 4 entries: number 1, C, carries -0.11; number 2, F, carries 0.13; number 3, C, carries -0.06; number 4, H, carries 0.09

Copy entry 3 word for word.
C20H52O10S6 | ωB97M-V with the def2-TZVPD basis set

CARTESIAN COORDINATES (ANGSTROEM)
H  -5.124  -7.408  2.209
H  5.010  0.430  -0.771
H  -1.557  10.070  -1.585
C  2.495  5.596  -1.329
C  -2.508  -2.615  0.323
H  3.357  -3.416  1.033
H  4.683  -2.427  -0.046
H  -3.862  -8.384  3.004
H  -5.768  -5.281  3.730
H  2.543  -0.395  2.853
C  2.634  -1.080  1.879
H  -7.809  -5.327  5.203
H  -3.122  -3.142  1.171
H  -4.069  6.535  -0.083
H  5.654  -6.809  0.885
H  3.534  0.994  -1.870
C  -8.469  -4.897  4.446
O  -3.786  8.312  -2.439
O  -1.634  -0.270  1.310
C  -6.292  -4.847  2.875
C  -2.612  -0.962  0.417
C  4.978  -7.330  0.203
H  3.045  6.137  -2.103
C  -2.092  9.555  -0.784
C  2.049  -0.177  0.606
H  -1.249  6.807  -4.372
C  4.274  -2.690  1.041
H  -5.777  -5.128  1.954
H  -2.853  -2.896  -0.769
H  -1.359  -2.922  0.417
S  2.839  3.824  -1.450
H  1.326  9.647  -4.564
O  3.123  0.769  0.227
H  -4.298  8.241  0.383
H  -1.120  1.145  -0.259
S  1.014  7.369  -3.834
C  -4.057  -7.642  2.226
H  5.392  -8.305  -0.065
H  -2.920  10.180  -0.441
O  -3.523  -0.322  -0.332
H  6.572  -5.670  -2.663
H  1.957  -2.018  2.092
O  2.583  3.411  -2.869
H  -8.416  -3.806  4.478
O  4.060  -1.419  1.752
H  -0.346  7.328  -5.817
H  -9.497  -5.214  4.639
H  -1.403  9.358  0.041
C  -3.562  7.487  0.095
C  -1.497  -6.870  2.477
H  0.956  1.879  0.680
O  4.322  -4.968  -0.866
H  2.785  5.958  -0.340
H  -0.470  -0.629  -0.444
H  -2.824  7.359  0.891
H  -6.311  -3.758  2.960
H  5.071  2.973  -1.318
C  6.477  -6.276  -1.759
S  4.730  -6.346  -1.294
H  -0.935  8.542  -4.639
H  2.872  8.822  -4.237
C  0.755  0.766  1.056
H  1.423  5.753  -1.471
S  -7.986  -5.477  2.802
S  -2.726  7.988  -1.429
O  -3.305  -5.203  1.424
H  4.848  4.385  -0.253
C  -0.531  7.534  -4.761
C  3.854  0.310  -0.971
H  -1.356  -7.308  1.486
H  7.060  -5.822  -0.955
H  3.682  -0.834  -1.212
H  5.046  4.612  -2.019
H  -1.388  -7.638  3.246
O  0.747  7.821  -2.428
C  -0.626  0.258  0.332
H  -0.750  -6.089  2.637
H  1.984  8.468  -5.741
C  1.880  8.712  -4.682
O  -7.913  -6.975  2.856
H  1.724  -0.904  -0.256
H  0.629  0.766  2.233
H  6.841  -7.286  -1.962
C  4.630  3.970  -1.240
H  5.151  -3.261  1.613
H  4.010  -7.471  0.691
H  -3.755  -8.032  1.251
S  -3.142  -6.125  2.595

2S+1: 1
LUMO level: 0.24 eV
HOMO level: -8.510 eV
Gap between HOMO and LUMO: 8.8 eV

Löwdin atomic charge list, values in e, 4 entries: number 1, H, carries 0.03; number 2, H, carries 0.11; number 3, H, carries 0.05; number 4, C, carries -0.29

Q: Among the records above, which one has the highest 2S+1?
A: C20H51CrN3O4Si2

Q: Number 1 is which compound?
A: C20H51CrN3O4Si2